Entry 1:
{
  "formula": "C18H16O6",
  "method": "ωB97M-V/def2-TZVPD",
  "charge": 0,
  "e_tot_ev": -31210.608,
  "homo_ev": -8.520,
  "orbital_gap_ha": 0.31718,
  "largest_force_ha_per_bohr": 0.022,
  "species": ["C", "C", "H", "H", "C", "C", "C", "C", "O", "O", "C", "C", "C", "C", "C", "C", "H", "H", "O", "C", "C", "C", "C", "C", "C", "O", "O", "H", "O", "H", "H", "H", "H", "H", "H", "H", "H", "H", "H", "H"],
  "coordinates": [[-0.6298, 1.4877, 3.9388], [0.4113, 2.5745, 3.7059], [-0.0114, 3.5433, 3.9804], [1.2747, 2.3918, 4.3484], [0.8870, 2.6477, 2.2465], [1.6416, 1.4101, 1.8584], [2.9395, 1.2831, 2.2199], [3.7352, 0.1093, 1.9333], [4.8900, -0.0460, 2.2434], [3.1070, -0.9037, 1.2539], [1.8177, -0.8119, 0.8684], [1.2968, -1.9000, 0.1827], [-0.0221, -1.8946, -0.2506], [-0.8223, -0.7796, 0.0158], [-0.3001, 0.2982, 0.6927], [1.0244, 0.3207, 1.1409], [-0.9414, 1.1438, 0.8801], [-1.8508, -0.7443, -0.3069], [-0.4314, -3.0118, -0.9037], [-1.7211, -3.0507, -1.4654], [-1.9451, -1.9995, -2.5123], [-3.1003, -1.4034, -2.9521], [-2.7117, -0.4969, -3.9545], [-1.3435, -0.6003, -4.0511], [-0.4171, 0.1251, -4.9169], [-0.7575, 0.9554, -5.7230], [0.8590, -0.2261, -4.7201], [1.4375, 0.2768, -5.3143], [-0.8880, -1.5199, -3.1732], [-3.3351, 0.1530, -4.5324], [-4.0935, -1.5950, -2.6013], [-1.7881, -4.0472, -1.9180], [-2.5005, -2.9692, -0.6946], [1.9235, -2.7528, -0.0170], [3.4547, 2.0666, 2.7537], [1.5555, 3.5053, 2.1476], [0.0323, 2.8114, 1.5921], [-0.9294, 1.4752, 4.9841], [-0.2311, 0.5080, 3.6859], [-1.5164, 1.6659, 3.3342]],
  "mulliken_charge": [-1.105, -0.344, 0.376, 0.346, -1.069, 0.743, -0.283, -0.018, -0.632, -0.499, 0.142, -0.676, 0.610, -0.671, -0.843, 0.800, 0.275, 0.461, -0.487, -0.580, 0.650, -0.941, -0.217, 0.184, 0.211, -0.584, -0.403, 0.345, -0.246, 0.512, 0.508, 0.359, 0.348, 0.492, 0.487, 0.391, 0.419, 0.387, 0.280, 0.273]
}

=====

Entry 2:
{
  "formula": "C32H35F4N2O3P2",
  "method": "ωB97M-V/def2-TZVPD",
  "charge": 1,
  "e_tot_ev": -72312.457,
  "homo_ev": -10.497,
  "orbital_gap_ha": 0.20233,
  "largest_force_ha_per_bohr": 0.100,
  "species": ["C", "C", "P", "C", "C", "C", "C", "P", "O", "O", "O", "N", "N", "C", "C", "H", "H", "H", "H", "H", "H", "H", "H", "H", "H", "H", "H", "H", "H", "H", "F", "C", "C", "C", "C", "C", "C", "H", "H", "H", "H", "H", "F", "C", "C", "C", "C", "C", "C", "H", "H", "H", "H", "H", "F", "C", "C", "C", "C", "C", "C", "H", "H", "H", "H", "H", "F", "C", "C", "C", "C", "C", "C", "H", "H", "H", "H", "H"],
  "coordinates": [[-0.3758, -3.6690, 0.5505], [-1.2342, -2.3216, 0.8818], [-1.2434, -1.3010, -0.7139], [-2.8447, -1.7851, -1.6164], [-1.4087, 0.5514, -0.3889], [-0.1177, 1.4494, -0.4532], [-0.3997, 2.9843, -0.2077], [1.0806, 4.1908, -0.3165], [1.7972, 3.9163, -1.6633], [0.4232, 5.7715, -0.4212], [2.1724, 4.0147, 0.9619], [-1.6664, 3.5486, 0.0589], [-2.6953, 2.7189, 0.0909], [-4.0429, 3.3849, 0.3350], [-2.7600, 1.3028, -0.0840], [-0.1043, -4.2088, 1.5214], [-0.9419, -4.3768, -0.1554], [0.5905, -3.3886, -0.0166], [-0.8181, -1.7666, 1.7888], [-2.3160, -2.6910, 1.0493], [-2.7539, -2.8297, -2.0598], [-3.6911, -1.7627, -0.8450], [-3.0713, -1.0074, -2.4178], [0.9154, 1.0236, -0.6605], [0.6500, 6.0899, -1.3314], [2.7706, 3.2831, 0.6775], [-4.8205, 2.6035, 0.6338], [-3.8910, 4.2073, 1.1151], [-4.3560, 3.9186, -0.6384], [-3.7255, 0.6925, -0.0596], [4.3608, 1.3697, -1.0713], [5.2553, 1.9773, -1.8776], [6.5819, 1.5783, -1.8450], [7.5029, 2.2020, -2.6802], [7.0879, 3.2247, -3.5303], [5.7534, 3.6202, -3.5502], [4.8303, 2.9890, -2.7232], [6.8878, 0.7863, -1.1710], [8.5419, 1.8927, -2.6686], [7.8081, 3.7139, -4.1785], [5.4325, 4.4195, -4.2096], [3.7857, 3.2771, -2.7312], [9.7564, -0.3650, -2.2172], [9.7411, -0.9136, -3.4438], [9.8172, -0.0922, -4.5574], [9.8066, -0.6595, -5.8273], [9.7091, -2.0416, -5.9690], [9.6282, -2.8565, -4.8433], [9.6498, -2.2902, -3.5729], [9.8844, 0.9815, -4.4279], [9.8735, -0.0262, -6.7052], [9.6965, -2.4834, -6.9601], [9.5482, -3.9324, -4.9554], [9.5967, -2.9098, -2.6854], [-5.5953, 0.9464, 2.3448], [-4.7142, 0.7342, 3.3414], [-3.5223, 1.4405, 3.3552], [-2.6120, 1.2273, 4.3856], [-2.9011, 0.3015, 5.3848], [-4.1003, -0.4062, 5.3578], [-5.0146, -0.1847, 4.3332], [-3.3121, 2.1505, 2.5649], [-1.6793, 1.7808, 4.4097], [-2.1895, 0.1320, 6.1862], [-4.3225, -1.1300, 6.1344], [-5.9564, -0.7202, 4.3014], [-6.7877, -3.2122, 5.1102], [-7.7958, -3.4502, 4.2538], [-7.6107, -4.3534, 3.2189], [-8.6559, -4.6033, 2.3355], [-9.8702, -3.9390, 2.4910], [-10.0427, -3.0303, 3.5311], [-9.0017, -2.7881, 4.4214], [-6.6561, -4.8547, 3.1091], [-8.5247, -5.3140, 1.5268], [-10.6836, -4.1313, 1.7988], [-10.9876, -2.5108, 3.6484], [-9.1212, -2.0906, 5.2423]],
  "mulliken_charge": [-1.027, -0.340, 0.053, -1.070, 0.180, -0.529, 0.250, 0.745, -0.613, -0.530, -0.494, -0.860, 0.877, -0.727, 0.089, 0.318, 0.286, 0.326, 0.386, 0.237, 0.360, 0.289, 0.343, 0.467, 0.361, 0.379, 0.241, 0.329, 0.337, 0.281, -0.280, 0.373, -0.555, -0.425, -0.584, -0.476, -0.206, 0.435, 0.489, 0.377, 0.370, 0.479, -0.323, 0.347, -0.199, -0.456, -0.442, -0.367, -0.432, 0.426, 0.354, 0.366, 0.356, 0.405, -0.327, 0.262, 0.108, -0.693, -0.526, -0.496, -0.383, 0.352, 0.410, 0.402, 0.431, 0.482, -0.333, 0.313, -0.444, -0.352, -0.459, -0.363, -0.293, 0.418, 0.362, 0.369, 0.364, 0.419]
}

=====

Entry 3:
{
  "formula": "C21H57FN11O12P3Ti2",
  "method": "ωB97M-V/def2-TZVPD",
  "charge": 1,
  "e_tot_ev": -140460.518,
  "homo_ev": [-6.126, -9.834],
  "orbital_gap_ha": [0.13570, 0.10359],
  "largest_force_ha_per_bohr": 0.116,
  "multiplicity": 8,
  "species": ["Ti", "Ti", "N", "O", "O", "O", "N", "O", "O", "O", "C", "C", "O", "C", "O", "O", "F", "H", "H", "H", "O", "P", "N", "C", "C", "N", "C", "C", "N", "C", "C", "H", "H", "H", "H", "H", "H", "H", "H", "H", "H", "H", "H", "H", "H", "H", "H", "H", "H", "O", "P", "N", "C", "C", "N", "C", "C", "N", "C", "C", "H", "H", "H", "H", "H", "H", "H", "H", "H", "H", "H", "H", "H", "H", "H", "H", "H", "H", "O", "P", "N", "C", "C", "N", "C", "C", "N", "C", "C", "H", "H", "H", "H", "H", "H", "H", "H", "H", "H", "H", "H", "H", "H", "H", "H", "H", "H"],
  "coordinates": [[-26.1730, 8.6294, 6.6140], [-25.8359, 4.4706, 6.0996], [-23.5624, 7.2977, 6.2438], [-22.3790, 6.8225, 6.0658], [-24.5308, 6.5714, 5.9840], [-23.7283, 8.4026, 6.6733], [-28.2039, 6.6920, 7.2849], [-27.9476, 7.8426, 7.7492], [-27.3912, 6.2929, 6.3952], [-28.9793, 5.9009, 7.8645], [-19.3337, 4.9685, 5.8357], [-18.1535, 5.4447, 5.0196], [-18.2190, 4.7884, 3.7893], [-19.0227, 3.7682, 3.9210], [-19.1107, 2.8254, 3.1524], [-19.7364, 3.8387, 5.0429], [-17.0329, 5.1906, 5.7475], [-20.0736, 5.7631, 5.9317], [-19.0856, 4.6527, 6.8491], [-18.2323, 6.5250, 4.8977], [-26.2132, 10.6489, 5.3406], [-25.5245, 11.9428, 5.5690], [-23.8923, 11.8412, 6.1483], [-23.1360, 10.9335, 5.2480], [-23.4582, 11.8063, 7.5374], [-26.3652, 13.0554, 6.6022], [-25.6777, 14.3428, 7.0171], [-27.8162, 12.8866, 6.8363], [-25.5414, 12.8167, 4.0983], [-24.7337, 14.0138, 4.0067], [-26.5747, 12.7529, 3.0961], [-22.1934, 10.6494, 5.7158], [-22.9575, 11.5188, 4.3459], [-23.7602, 10.0824, 4.9759], [-23.8508, 10.9403, 8.0703], [-23.9201, 12.6679, 8.0195], [-22.3835, 11.6583, 7.6431], [-26.1120, 14.5876, 7.9865], [-24.6081, 14.3503, 6.8072], [-26.0191, 15.1191, 6.3323], [-27.7986, 12.6857, 7.9075], [-28.3164, 13.8520, 6.9132], [-28.4763, 12.1601, 6.3625], [-24.4377, 14.0925, 2.9606], [-25.2871, 14.9274, 4.2239], [-23.8669, 14.0579, 4.6661], [-26.0986, 12.6573, 2.1203], [-27.1459, 13.6805, 3.0576], [-27.2793, 11.9314, 3.2253], [-25.4266, 9.4889, 8.9950], [-25.2199, 9.6496, 10.4652], [-26.1091, 8.4310, 11.3185], [-26.1596, 7.0426, 10.6543], [-26.5238, 8.5306, 12.7251], [-25.6280, 11.2148, 11.1582], [-26.9734, 11.6015, 11.4950], [-24.7779, 12.2662, 11.1095], [-23.6330, 9.3489, 10.9818], [-22.5529, 9.3373, 9.9725], [-23.1098, 9.4755, 12.3942], [-25.8006, 6.2562, 11.3183], [-25.3775, 6.9323, 9.9032], [-27.0869, 6.8785, 10.1052], [-26.3279, 7.5670, 13.1954], [-27.5405, 8.9060, 12.8414], [-25.8123, 9.2134, 13.1895], [-27.5389, 11.8171, 10.5885], [-27.4638, 10.7570, 11.9790], [-26.9291, 12.4911, 12.1232], [-24.7036, 12.7520, 12.0825], [-23.7796, 11.8935, 10.8801], [-24.9863, 13.0416, 10.3724], [-21.8377, 8.5490, 10.2072], [-22.6514, 8.9874, 8.9449], [-22.1089, 10.3220, 9.8259], [-22.0535, 9.2075, 12.3711], [-23.6892, 8.9541, 13.1562], [-22.9901, 10.5049, 12.7320], [-25.1308, 3.2782, 4.1234], [-24.5526, 3.1747, 2.7785], [-24.6009, 1.5707, 2.2866], [-23.5010, 0.6948, 2.3274], [-25.8597, 0.8737, 1.9883], [-22.9645, 3.8174, 2.6410], [-21.9595, 3.5316, 1.6029], [-22.7516, 5.1042, 3.2865], [-25.4003, 4.0270, 1.5431], [-25.3932, 3.7106, 0.1255], [-26.4140, 5.0445, 1.9163], [-23.0186, 0.4349, 1.3851], [-23.7812, -0.2040, 2.8768], [-22.6904, 1.2302, 2.8218], [-25.9408, -0.1822, 2.2466], [-25.8725, 0.7937, 0.9013], [-26.7276, 1.3803, 2.4104], [-21.2808, 2.6796, 1.6433], [-22.3012, 3.5840, 0.5691], [-21.2854, 4.3876, 1.6335], [-22.5554, 5.9061, 2.5748], [-23.5511, 5.3197, 3.9953], [-21.8760, 5.0075, 3.9284], [-25.0840, 4.6272, -0.3769], [-24.8094, 2.8389, -0.1702], [-26.4022, 3.4414, -0.1870], [-26.6695, 5.6880, 1.0745], [-25.9836, 5.6981, 2.6750], [-27.2695, 4.6260, 2.4465]],
  "lowdin_spin": [2.470, 2.746, 0.023, 0.026, 0.087, 0.027, 0.106, 0.015, 0.088, 0.124, 0.000, 0.000, 0.000, 0.000, 0.000, 0.000, 0.000, 0.000, 0.000, 0.000, 0.084, 0.009, 0.012, 0.004, 0.004, 0.471, 0.035, 0.060, 0.282, 0.024, 0.027, 0.000, 0.000, 0.004, 0.002, 0.001, 0.000, 0.011, 0.000, 0.018, 0.033, 0.009, 0.009, 0.009, 0.010, 0.000, 0.013, 0.008, 0.001, 0.040, 0.004, 0.001, 0.003, 0.000, 0.000, 0.001, 0.000, 0.001, 0.000, 0.000, 0.000, 0.003, 0.001, 0.000, 0.000, 0.000, 0.001, 0.000, 0.000, 0.000, 0.000, 0.000, 0.000, 0.000, 0.000, 0.000, 0.000, 0.000, 0.067, 0.006, 0.000, 0.000, 0.000, 0.001, 0.000, 0.003, 0.001, 0.000, 0.005, 0.000, 0.000, 0.000, 0.000, 0.000, 0.000, 0.000, 0.000, 0.000, 0.000, 0.004, 0.000, 0.000, 0.000, 0.000, 0.000, 0.003, 0.002]
}

=====

Entry 4:
{
  "formula": "C5H16N2O",
  "method": "ωB97M-V/def2-TZVPD",
  "charge": 2,
  "e_tot_ev": -10453.908,
  "homo_ev": -17.876,
  "orbital_gap_ha": 0.39907,
  "largest_force_ha_per_bohr": 0.115,
  "species": ["C", "C", "C", "C", "C", "N", "N", "H", "H", "H", "H", "H", "H", "H", "H", "H", "H", "H", "H", "H", "H", "H", "H", "O"],
  "coordinates": [[1.9548, 0.1299, 0.0943], [1.3541, -0.5094, -1.1919], [-0.1134, -0.9270, -1.1844], [-0.7106, -0.5276, 0.1450], [-0.5879, -1.1192, 1.3526], [-1.6638, 0.6247, 0.0744], [1.6671, 0.5389, -2.3198], [3.0382, 0.2280, 0.1185], [1.7869, -0.6342, 0.9007], [1.6219, 1.1667, 0.3064], [2.0225, -1.3560, -1.5098], [-0.2243, -2.0172, -1.1864], [-0.6762, -0.6780, -1.9964], [-1.1923, -1.0111, 2.2185], [0.0677, -1.9869, 1.5145], [-1.2130, 1.3299, 0.7070], [-1.8425, 1.0637, -0.8996], [-2.6037, 0.4042, 0.4388], [2.6590, 0.7193, -2.3196], [1.3810, 0.2827, -3.3340], [1.1733, 1.3883, -2.1744], [-2.6223, 1.3554, 2.8727], [-1.5743, 0.9005, 3.6612], [-1.6509, 1.0524, 2.6382]],
  "mulliken_charge": [-1.271, 0.394, -1.249, 0.206, -0.817, -0.272, -0.384, 0.493, 0.261, 0.406, 0.275, 0.330, 0.658, 0.401, 0.321, 0.442, 0.398, 0.357, 0.374, 0.378, 0.318, 0.349, 0.339, -0.707]
}

=====

Entry 5:
{
  "formula": "C2H3FSi",
  "method": "ωB97M-V/def2-TZVPD",
  "charge": 0,
  "e_tot_ev": -12714.263,
  "homo_ev": -10.440,
  "orbital_gap_ha": 0.41193,
  "largest_force_ha_per_bohr": 0.062,
  "species": ["C", "C", "F", "Si", "H", "H", "H"],
  "coordinates": [[-1.8398, 0.1085, -0.0371], [-0.6857, 0.3675, -0.0588], [-3.1187, -0.0893, -0.0010], [1.1471, -0.0217, -0.0148], [1.6821, -0.1553, -1.4780], [1.1827, -1.3177, 0.5712], [1.6325, 1.1082, 1.0185]],
  "mulliken_charge": [0.480, -0.388, -0.236, 0.313, -0.048, -0.080, -0.041]
}

=====

Entry 6:
{
  "formula": "C2H7N3S",
  "method": "ωB97M-V/def2-TZVPD",
  "charge": 0,
  "e_tot_ev": -17490.921,
  "homo_ev": -8.392,
  "orbital_gap_ha": 0.33973,
  "largest_force_ha_per_bohr": 0.034,
  "species": ["C", "C", "H", "H", "H", "H", "H", "H", "H", "N", "N", "N", "S"],
  "coordinates": [[1.6467, -0.2395, 0.3757], [-0.5530, -1.0332, -0.3195], [2.0842, 0.5227, 1.0341], [2.3140, -0.3492, -0.4894], [1.7871, -1.1306, 0.9097], [0.0247, 1.3847, -1.4873], [-0.7921, 1.7242, -0.1027], [-0.0525, -1.9473, -0.6609], [-2.1136, 0.5404, 1.3507], [0.2388, 0.0351, 0.0734], [0.0463, 1.3361, -0.4772], [-1.8283, -1.0711, -0.3886], [-2.8023, 0.2278, 0.1820]],
  "mulliken_charge": [-0.970, 0.045, 0.280, 0.339, 0.424, 0.218, 0.241, 0.383, 0.153, 0.139, -0.602, -0.434, -0.216]
}

=====

Entry 7:
{
  "formula": "C5H7NS",
  "method": "ωB97M-V/def2-TZVPD",
  "charge": 0,
  "e_tot_ev": -17621.886,
  "homo_ev": -7.204,
  "orbital_gap_ha": 0.29844,
  "largest_force_ha_per_bohr": 0.094,
  "species": ["C", "C", "C", "C", "C", "N", "S", "H", "H", "H", "H", "H", "H", "H"],
  "coordinates": [[1.6390, 0.8562, -0.2006], [2.3703, 0.3252, -1.1758], [0.1441, -0.8212, -0.9655], [-0.9384, -1.5760, -1.1154], [-0.6378, 0.3711, 0.9229], [0.3254, 0.3048, -0.1236], [1.5829, -1.0326, -2.0143], [1.8465, 1.6490, 0.3650], [3.4177, 0.5957, -1.3851], [-1.0602, -2.3740, -1.8945], [-1.9321, -1.2340, -0.7184], [-0.3166, 1.0940, 1.5480], [-1.6605, 0.5861, 0.4078], [-0.5906, -0.6747, 1.4332]],
  "mulliken_charge": [-0.416, -0.364, 0.505, -0.807, -1.055, 0.044, -0.164, 0.468, 0.351, 0.250, 0.180, 0.421, 0.233, 0.353]
}

=====

Entry 8:
{
  "formula": "C3H4O3",
  "method": "ωB97M-V/def2-TZVPD",
  "charge": 0,
  "e_tot_ev": -9313.841,
  "homo_ev": -9.369,
  "orbital_gap_ha": 0.33638,
  "largest_force_ha_per_bohr": 0.011,
  "species": ["C", "O", "C", "O", "C", "O", "H", "H", "H", "H"],
  "coordinates": [[0.6622, 1.5973, 0.2108], [0.4731, 0.1994, 0.4893], [-0.5324, -0.3477, -0.1910], [-1.2188, 0.2181, -1.0075], [-0.8065, -1.8082, 0.0992], [0.1913, -2.6283, -0.0200], [1.4786, 1.9271, 0.8517], [0.9126, 1.7467, -0.8423], [-0.2558, 2.1450, 0.4372], [-0.9044, -3.0493, -0.0275]],
  "mulliken_charge": [-0.575, -0.310, 0.776, -0.502, -0.562, -0.305, 0.235, 0.282, 0.286, 0.675]
}